Entry 1:
A structure of composition C19H40CaNO10S2 at a distorted geometry. Source: the Open Molecules 2025 dataset; level of theory: the ωB97M-V functional and the def2-TZVPD basis.

Energy: -3029.13103 hartree
E_HOMO: -3.128 eV
Energy above the lowest of the compared OMol25 structures with the same formula, charge and spin: 3.2730 eV
Net charge: -1
Frontier orbital gap: 4.7 eV

Atoms and positions in Å:
H  -3.15  1.03  -1.35
C  -3.34  -2.14  -0.25
C  -1.58  4.73  1.82
H  -0.63  -2.08  3.78
C  2.85  2.88  -0.82
H  3.63  1.02  5.15
Ca  1.06  0.74  0.95
O  0.01  2.76  1.73
H  -1.02  0.58  -4.66
C  4.12  0.83  4.19
C  -2.57  -1.89  2.01
H  0.51  -4.46  -0.76
H  4.06  -2.96  -0.59
H  1.28  -3.76  0.61
C  3.93  3.18  -1.92
S  1.27  -2.17  -1.15
H  -0.89  5.51  2.16
H  4.48  -3.87  -2.18
H  -1.32  3.33  3.27
C  -1.27  3.25  2.18
C  -1.25  0.36  -3.62
H  3.21  -5.13  -0.48
H  2.38  -5.03  -2.00
H  4.50  -0.19  4.14
H  3.34  3.08  -2.83
H  -2.36  -2.46  -0.58
C  -2.66  -0.24  -3.54
H  -3.44  2.67  -2.04
H  4.91  1.57  4.00
O  2.66  1.96  2.69
O  2.48  3.78  -0.06
H  -2.77  -0.75  -4.50
C  3.73  -3.47  -1.50
O  1.49  -1.15  -0.09
H  3.31  -1.52  -2.49
C  1.36  -3.83  -0.48
C  -3.08  1.66  -2.24
O  -3.29  -1.26  0.92
H  -3.30  2.58  2.83
O  2.88  -0.12  2.41
H  -1.57  4.83  0.73
H  -2.81  -1.36  2.93
O  -0.63  1.27  -1.10
O  2.45  1.71  -0.69
H  -2.96  2.81  1.01
H  -4.59  0.63  -3.24
H  -1.51  0.23  1.46
H  -0.93  -0.05  2.74
C  -1.09  -1.71  1.72
H  -0.40  -3.49  2.66
C  2.68  -4.43  -1.14
C  2.77  -2.43  -2.21
H  -2.88  -2.93  2.11
H  -2.40  1.43  1.86
H  -0.85  -2.13  0.74
N  -0.74  -0.33  1.79
H  4.66  2.37  -1.91
H  -4.02  -2.95  0.01
O  0.05  -2.04  -1.97
C  -0.25  -2.42  2.82
H  -3.55  1.63  -4.28
H  -3.75  -1.64  -1.13
C  3.14  0.91  3.08
H  -2.77  -0.96  -2.73
H  -0.43  -0.29  -3.32
H  4.55  4.05  -1.73
H  0.81  -2.20  2.70
S  -1.23  1.72  -2.34
C  -2.61  2.49  1.99
C  -3.57  0.95  -3.42
H  2.33  -2.81  -3.14
H  -2.55  5.04  2.19
O  -0.90  3.07  -2.93

---

Entry 2:
A structure of composition C29H38N4OP2Pd at a distorted geometry. Source: the Open Molecules 2025 dataset; level of theory: the ωB97M-V functional and the def2-TZVPD basis.

Energy: -2232.39555 hartree
<S²>: 2.01
E_HOMO (spin up / spin down): -5.881 / -7.943 eV
Energy above the lowest of the compared OMol25 structures with the same formula, charge and spin: 0.4714 eV
Spin multiplicity: 3
Net charge: 0
Frontier orbital gap (spin up / spin down): 4.7 / 6.5 eV

Atoms and positions in Å:
C  1.61  3.60  0.83
H  0.38  -2.36  -2.84
C  1.71  4.66  1.66
H  -4.57  1.21  0.19
C  2.16  4.62  3.09
H  -4.42  3.98  -1.34
C  4.02  0.68  -1.55
N  0.42  -0.14  -4.22
C  1.52  2.11  1.16
C  0.38  1.55  3.37
H  -1.57  0.32  -4.78
H  2.44  1.66  1.55
C  1.18  2.35  4.17
H  -2.23  -6.70  -0.13
H  2.79  3.39  4.62
H  -1.25  -1.86  -2.27
N  -1.99  -3.39  0.24
C  -0.17  -1.72  -2.10
H  -0.78  -0.55  -7.25
H  -1.31  -1.36  3.45
H  -4.65  -5.37  -0.01
C  -3.66  -4.92  0.05
C  2.34  3.17  3.67
H  0.26  0.48  1.59
C  -1.41  -4.64  0.08
H  -4.17  4.47  0.24
H  1.38  5.11  3.72
C  -3.37  -3.56  0.21
C  0.22  -2.85  4.08
H  0.92  2.30  5.26
H  -4.02  1.59  1.86
H  -2.93  4.80  -0.95
H  0.22  -2.83  5.19
C  1.04  -3.71  3.26
N  1.91  -0.02  -2.07
Pd  -2.40  0.14  -1.10
C  -3.14  2.65  -0.13
H  0.44  -3.16  -0.67
N  -0.25  -2.38  1.88
C  4.04  -0.74  -1.72
H  -0.36  0.91  3.84
C  -2.40  -5.62  -0.02
C  1.51  -0.70  -4.90
O  -2.08  2.14  -0.77
H  2.27  2.10  -1.82
H  -0.36  -4.78  0.06
C  0.16  -2.10  -0.64
H  1.75  -4.49  3.58
H  2.39  -2.12  -2.27
C  0.30  1.52  1.94
C  2.70  1.10  -1.81
H  1.21  -3.77  1.04
H  1.48  5.67  1.27
H  4.85  1.33  -1.31
H  1.49  1.68  0.13
H  3.03  2.61  3.07
C  2.75  -1.13  -2.05
H  -4.03  -2.72  0.31
H  1.05  3.80  -0.12
C  -0.55  -2.08  3.20
H  -5.06  2.62  0.99
C  -0.20  -0.52  -6.35
C  0.76  -3.35  1.93
H  3.16  5.12  3.18
P  -1.22  -1.71  0.45
H  -0.65  1.92  1.56
C  -4.13  1.99  0.76
P  0.02  0.11  -2.38
H  4.91  -1.39  -1.63
C  1.17  -0.92  -6.21
C  -0.63  -0.05  -5.13
C  -3.64  4.04  -0.59
H  2.45  -0.89  -4.41
H  1.81  -1.33  -6.98
H  1.03  -1.55  -0.24

---

Entry 3:
A structure of composition C36H50N5O2RuSi4Te. Source: the Open Molecules 2025 dataset; level of theory: the ωB97M-V functional and the def2-TZVPD basis.

Energy: -3347.11602 hartree
<S²>: 0.75
E_HOMO (spin up / spin down): -6.261 / -6.258 eV
Energy above the lowest of the compared OMol25 structures with the same formula, charge and spin: 0.0867 eV
Spin multiplicity: 2
Net charge: 0
Frontier orbital gap (spin up / spin down): 6.0 / 5.0 eV

Atoms and positions in Å:
H  -1.71  4.54  2.60
H  4.58  -2.63  1.92
Si  1.34  -1.92  -4.10
H  0.32  3.28  6.82
H  -3.37  -2.76  -2.44
H  2.17  -2.25  6.66
C  0.35  1.80  5.26
C  -1.74  -1.87  2.12
H  -3.07  -2.96  0.86
H  -1.66  -2.83  -2.00
H  -3.05  0.37  -1.19
C  -0.48  -2.57  1.72
H  3.17  1.10  -4.35
C  -4.09  -1.44  2.00
H  0.19  3.39  -2.27
C  0.91  -4.22  0.73
C  3.31  0.70  3.21
C  -1.58  2.96  1.17
C  1.85  -2.35  1.88
N  -1.58  -0.88  3.02
C  -2.90  4.96  0.85
H  0.65  4.26  -3.74
C  3.16  -1.80  -3.71
C  -2.65  -0.19  3.42
N  0.10  1.52  4.02
H  1.03  -5.13  0.16
H  3.62  -0.88  -4.10
N  -0.56  2.50  3.26
C  -1.99  2.51  -0.08
H  -3.67  -0.87  -5.24
H  -5.07  -1.66  1.59
C  -3.93  -0.44  2.93
C  -3.33  4.49  -0.38
C  -0.73  2.09  2.04
H  -3.25  5.91  1.23
H  -0.69  1.84  -6.11
C  5.15  -0.72  2.72
H  -3.19  2.90  -1.81
C  2.03  -3.54  1.18
H  0.75  2.83  -6.39
C  -0.02  3.16  5.79
H  3.05  2.86  -4.31
Te  1.05  -0.32  -0.82
H  -1.62  1.55  -0.43
H  -1.98  -1.06  -5.72
H  1.61  -1.03  -6.41
C  2.89  -1.39  2.32
H  -2.16  -3.21  -3.65
H  -1.24  -4.24  0.62
C  -2.87  3.27  -0.85
H  -4.76  0.16  3.27
N  2.43  -0.20  2.78
C  -3.41  0.18  -2.21
C  2.65  1.94  -3.89
H  -2.62  0.54  -5.34
H  -3.68  1.15  -2.64
H  1.62  -4.33  -3.64
H  2.89  1.62  3.58
H  5.36  1.26  3.53
C  1.14  -1.91  -5.97
C  0.39  1.89  -5.95
C  -2.36  -2.56  -2.79
O  -0.28  0.96  1.55
C  1.23  -0.48  5.91
Ru  0.39  -0.23  3.11
C  -2.66  -0.52  -5.05
O  0.95  -1.16  4.86
C  1.91  -1.26  7.02
H  -4.02  5.07  -0.98
Si  -2.17  -0.74  -3.26
H  3.33  -1.82  -2.63
H  2.81  -0.75  7.35
H  -0.96  3.54  -3.60
Si  0.80  1.84  -4.12
C  -2.98  -2.17  1.60
H  1.20  1.22  7.13
H  1.60  -2.80  -6.40
H  -2.47  0.59  4.15
H  2.89  1.92  -2.82
H  1.24  -1.36  7.88
H  0.59  -3.59  -2.40
H  6.22  -0.93  2.71
H  0.41  3.95  5.17
H  0.08  -1.91  -6.26
C  0.81  -3.61  -3.47
H  -4.33  -0.41  -2.14
C  -2.04  4.20  1.63
C  -0.36  -3.73  0.99
H  -1.11  3.30  5.76
C  4.68  0.49  3.18
H  -0.08  -3.98  -3.99
H  3.69  -2.65  -4.16
N  0.61  -1.94  2.15
C  0.10  3.39  -3.36
H  0.84  1.06  -6.50
Si  0.10  -0.17  -3.12
C  0.96  0.86  6.14
C  4.24  -1.66  2.28
H  3.02  -3.91  0.98

---

Entry 4:
The molecule C4H8O at a distorted geometry. Source: the Open Molecules 2025 dataset; level of theory: the ωB97M-V functional and the def2-TZVPD basis.

Energy: -232.35760 hartree
E_HOMO: -8.786 eV
Energy above the lowest of the compared OMol25 structures with the same formula, charge and spin: 2.3954 eV
Net charge: 0
Frontier orbital gap: 9.8 eV

Atoms and positions in Å:
H  -0.78  1.39  0.77
C  -1.23  -0.40  -0.20
H  1.77  -1.14  0.62
H  1.42  0.32  -1.57
H  2.71  0.84  -0.03
C  1.54  0.72  -0.37
C  -1.52  0.86  0.18
H  -2.05  -0.93  -0.77
C  0.99  -0.38  0.50
O  -0.09  -1.03  -0.13
H  -2.50  1.25  0.04
H  0.69  -0.02  1.48
H  0.78  1.69  -0.18